(1)
The following is a quantum chemistry calculation of a cluster of 28 separate species, C9H72NO28 in total in a non-equilibrium geometry, from the OMol25 dataset.

Values from the calculation:
E: -69326.2134 eV
ΔE to the lowest compared entry with this formula, charge and spin: 1.9 kcal/mol
charge: -1
frontier orbital gap: 5.83 eV
LUMO: 1.43 eV

Positions of all 110 atoms, in Å:
1 C 1.291 -1.521 0.807
2 C 0.133 -1.364 -0.191
3 C -1.139 -1.083 0.621
4 C -1.158 0.307 1.272
5 C -0.965 1.415 0.223
6 C 0.244 1.123 -0.678
7 N 0.261 -0.243 -1.163
8 O 1.165 -0.503 -2.213
9 C 1.569 1.454 0.049
10 C 0.060 2.121 -1.844
11 C -0.119 -2.668 -0.924
12 H 1.285 -0.829 1.650
13 H 2.243 -1.317 0.314
14 H 1.336 -2.499 1.288
15 H -1.336 -1.865 1.362
16 H -2.064 -1.121 0.027
17 H -0.286 0.301 1.937
18 H -1.989 0.561 1.932
19 H -0.761 2.261 0.872
20 H -1.950 1.520 -0.235
21 H 1.450 1.400 1.134
22 H 1.985 2.451 -0.128
23 H 2.313 0.735 -0.282
24 H -0.041 3.143 -1.481
25 H -0.794 1.799 -2.444
26 H 0.906 2.118 -2.535
27 H -1.021 -2.626 -1.526
28 H -0.230 -3.430 -0.145
29 H 0.688 -3.008 -1.572
30 O 0.437 -6.126 -0.008
31 H 0.425 -6.210 -0.970
32 H -0.356 -5.598 0.195
33 O -0.107 -2.353 -4.198
34 H -0.916 -1.965 -3.840
35 H 0.590 -1.969 -3.641
36 O -3.863 -0.743 3.310
37 H -3.738 -0.095 2.605
38 H -3.172 -0.525 3.962
39 O -4.011 2.440 1.557
40 H -3.387 2.849 2.185
41 H -4.871 2.538 1.977
42 O 1.862 0.624 -4.888
43 H 2.339 1.439 -4.701
44 H 1.640 0.275 -4.007
45 O 4.506 -1.387 2.887
46 H 5.305 -1.897 3.047
47 H 4.494 -1.248 1.925
48 O 5.252 -0.675 0.159
49 H 5.950 -0.108 -0.183
50 H 4.821 -1.052 -0.629
51 O 1.980 -1.669 4.285
52 H 2.809 -1.687 3.777
53 H 1.685 -0.741 4.260
54 O -1.661 -5.054 -3.658
55 H -1.018 -4.353 -3.828
56 H -2.430 -4.585 -3.268
57 O 2.971 -4.878 -0.218
58 H 2.745 -4.142 -0.799
59 H 2.129 -5.359 -0.065
60 O 1.221 0.994 4.696
61 H 1.253 1.675 4.000
62 H 1.768 1.340 5.408
63 O -1.498 -0.092 4.821
64 H -1.928 0.454 5.489
65 H -0.632 0.331 4.685
66 O -4.605 -1.305 -1.116
67 H -5.279 -1.979 -0.961
68 H -4.770 -0.631 -0.447
69 O 1.465 5.704 -1.364
70 H 1.182 4.808 -1.142
71 H 0.828 6.005 -2.020
72 O -1.913 1.495 -4.710
73 H -2.067 0.820 -4.021
74 H -0.954 1.603 -4.733
75 O -2.081 -0.732 -2.942
76 H -2.757 -0.617 -2.264
77 H -1.238 -0.463 -2.500
78 O -2.887 3.823 -1.361
79 H -3.432 3.302 -0.754
80 H -2.629 3.203 -2.058
81 O -1.021 4.697 0.737
82 H -1.046 5.656 0.636
83 H -1.673 4.365 0.089
84 O 4.329 4.223 -1.973
85 H 4.185 4.162 -1.025
86 H 3.844 3.460 -2.339
87 O -2.292 -5.317 0.617
88 H -2.506 -5.924 1.332
89 H -2.385 -4.435 1.024
90 O -2.428 4.189 3.172
91 H -1.954 4.318 2.327
92 H -2.298 5.008 3.655
93 O -3.585 -3.384 2.128
94 H -4.460 -3.535 1.755
95 H -3.587 -2.452 2.419
96 O 3.346 1.662 -2.483
97 H 2.771 0.891 -2.274
98 H 4.244 1.355 -2.314
99 O 3.366 -2.217 -1.735
100 H 3.400 -1.928 -2.653
101 H 2.504 -1.887 -1.420
102 O 0.584 3.210 2.919
103 H 1.432 3.560 2.603
104 H 0.016 3.242 2.141
105 O 3.068 4.398 1.797
106 H 3.789 3.760 1.870
107 H 3.492 5.230 1.558
108 O -3.231 -3.727 -1.843
109 H -3.552 -2.810 -1.829
110 H -2.889 -3.884 -0.955



(2)
The following is a quantum chemistry calculation of a structure of composition C9H7AlNO4S in a non-equilibrium geometry, from the OMol25 dataset.

Values from the calculation:
E: -36525.2384 eV
ΔE to the lowest compared entry with this formula, charge and spin: 27.3 kcal/mol
charge: +3
frontier orbital gap: 7.13 eV
LUMO: -13.92 eV

Positions of all 23 atoms, in Å:
1 Al 0.138 0.583 -0.429
2 C 0.178 1.866 1.427
3 O 0.157 2.384 2.449
4 C 0.170 2.672 -1.194
5 O 0.158 3.719 -1.658
6 C -1.884 0.899 -0.360
7 O -3.029 0.840 -0.290
8 C 2.173 0.820 -0.307
9 O 3.334 0.860 -0.297
10 C 0.167 -0.857 -1.872
11 H 1.102 -1.425 -1.746
12 H -0.762 -1.436 -1.760
13 C 0.164 0.395 -2.546
14 H -0.767 0.781 -2.988
15 H 1.094 0.785 -2.986
16 S -1.398 -2.767 2.170
17 C 0.165 -2.143 2.707
18 C 0.591 -1.076 1.952
19 N -0.341 -0.778 0.960
20 C -1.434 -1.583 0.965
21 H 0.762 -2.545 3.521
22 H 1.522 -0.470 2.038
23 H -2.261 -1.525 0.242



Repeat the second record exactly.
The following is a quantum chemistry calculation of a structure of composition C9H7AlNO4S in a non-equilibrium geometry, from the OMol25 dataset.

Values from the calculation:
E: -36525.2384 eV
ΔE to the lowest compared entry with this formula, charge and spin: 27.3 kcal/mol
charge: +3
frontier orbital gap: 7.13 eV
LUMO: -13.92 eV

Positions of all 23 atoms, in Å:
1 Al 0.138 0.583 -0.429
2 C 0.178 1.866 1.427
3 O 0.157 2.384 2.449
4 C 0.170 2.672 -1.194
5 O 0.158 3.719 -1.658
6 C -1.884 0.899 -0.360
7 O -3.029 0.840 -0.290
8 C 2.173 0.820 -0.307
9 O 3.334 0.860 -0.297
10 C 0.167 -0.857 -1.872
11 H 1.102 -1.425 -1.746
12 H -0.762 -1.436 -1.760
13 C 0.164 0.395 -2.546
14 H -0.767 0.781 -2.988
15 H 1.094 0.785 -2.986
16 S -1.398 -2.767 2.170
17 C 0.165 -2.143 2.707
18 C 0.591 -1.076 1.952
19 N -0.341 -0.778 0.960
20 C -1.434 -1.583 0.965
21 H 0.762 -2.545 3.521
22 H 1.522 -0.470 2.038
23 H -2.261 -1.525 0.242